Computed, not measured: a structure of composition C24H36N2SiY at a distorted geometry, with ωB97M-V/def2-TZVPD.

Calculated values
- HOMO energy (eV) = -9.5
- net charge = +1
- frontier orbital gap (Eh) = 0.212
- energy relative to the best compared isomer or geometry (same formula, charge and spin) (kcal/mol) = 0.0
- LUMO energy (hartree) = -0.137

Positions of all 64 atoms, in Å:
C  0.7153  2.9969  2.3415
C  1.4028  1.7750  2.6156
C  1.7634  1.1865  1.3656
H  1.6419  1.3901  3.6124
C  1.2735  2.0419  0.3125
C  0.6315  3.1597  0.9135
H  0.2421  4.0095  0.3515
H  0.4280  3.7432  3.0808
H  2.3572  0.2827  1.2082
H  1.4288  1.9382  -0.7612
Y  -0.6758  1.2048  1.4083
C  -0.1093  -1.9213  -2.6766
H  0.8121  -1.9208  -3.2576
H  -0.6848  -2.8385  -2.7403
H  -0.7002  -1.0230  -2.8701
Si  0.5225  -1.5040  -0.4394
C  0.3651  -3.2893  0.2024
C  0.5933  -3.5813  1.5631
H  0.6124  -2.7681  2.3018
C  0.8409  -4.9074  1.9540
H  0.9967  -5.1382  3.0128
C  0.9157  -5.9457  1.0154
H  1.2100  -6.9539  1.2996
C  0.6181  -5.6718  -0.3158
H  0.6821  -6.4573  -1.0591
C  0.2610  -4.3780  -0.6925
H  -0.0090  -4.2099  -1.7273
C  2.3916  -1.5068  -0.8584
C  3.1885  -2.6713  -0.7730
H  2.7916  -3.5702  -0.2999
C  4.4686  -2.7104  -1.3530
H  4.9912  -3.6715  -1.3958
C  5.0450  -1.5473  -1.8781
H  6.0403  -1.5779  -2.3208
C  4.3242  -0.3518  -1.8360
H  4.7418  0.5890  -2.2035
C  3.0098  -0.3469  -1.3619
H  2.4534  0.5842  -1.4411
H  -1.9699  -1.8687  -5.5669
H  -1.3824  -1.9474  -5.1099
C  -2.5848  0.3663  -0.6152
N  -1.8721  1.6732  -0.5861
C  -1.2186  1.9339  -1.8933
C  -2.8645  2.7687  -0.3475
C  -3.4014  2.7041  1.0836
N  -2.2714  3.0012  2.0141
C  -1.9898  4.4655  1.9379
C  -2.6073  2.6331  3.4069
H  -1.9083  -0.4347  -0.9544
H  -3.4280  0.4468  -1.3257
H  -2.9847  0.1272  0.3864
H  -1.9762  1.9501  -2.7004
H  -0.7062  2.9054  -1.8395
H  -0.4814  1.1491  -2.1248
H  -2.3815  3.7321  -0.5652
H  -3.7106  2.6492  -1.0498
H  -4.1880  3.4736  1.1939
H  -3.8388  1.7188  1.3068
H  -2.8848  5.0554  2.2085
H  -1.1795  4.7206  2.6268
H  -1.6899  4.7327  0.9192
H  -3.5435  3.1226  3.7418
H  -2.7299  1.5384  3.4832
H  -1.7878  2.9437  4.0722